This record from OMol25 describes 2 unconnected molecules or ions with the total composition C5H10 in a non-equilibrium geometry. The level of theory is wB97M-V/def2-TZVPD.

Cartesian coordinates (Å):
C -1.56737 0.56050 -1.38079
C -1.07947 0.98820 -0.14645
C -1.50020 0.24960 1.11689
H -1.27339 1.20715 -2.21636
H -2.14659 -0.38012 -1.39731
H -0.57575 2.04701 -0.13924
H -2.03751 -0.64964 1.00788
H -0.65598 0.02480 1.63957
H -2.25053 0.87372 1.62506
C 2.09441 -1.07882 0.64725
C 2.18981 -0.49693 -0.62412
H 1.24438 -1.60013 1.02851
H 3.02347 -0.97271 1.20569
H 1.44420 -0.72336 -1.40119
H 3.09050 -0.04927 -0.96538

Calculated values
ΔE to the lowest compared entry with this formula, charge and spin   269.7 kJ/mol
SMILES   C=CC.C=C
Net charge   0
HOMO energy   -9.3 eV
Frontier orbital gap   10.550 eV



This record from OMol25 describes C5H10 in the gas phase in a non-equilibrium geometry. The level of theory is wB97M-V/def2-TZVPD.

Cartesian coordinates (Å):
C -0.84580 1.39965 -0.98758
C -0.50109 0.09720 -0.30855
C -0.77883 0.00922 1.07324
C 0.69989 -0.04005 0.38231
C 1.38324 -1.43798 0.05162
H -0.13508 2.01300 -0.47410
H -1.84948 1.53485 -0.63830
H -0.70900 1.59581 -2.18299
H -0.98073 -0.84904 -0.99101
H -1.21870 0.75039 1.58550
H -0.61491 -1.08062 1.59157
H 1.37795 0.93610 0.37607
H 1.74308 -1.17606 -0.99602
H 0.54521 -2.19603 -0.35075
H 2.09718 -1.69664 0.81379

Calculated values
ΔE to the lowest compared entry with this formula, charge and spin   393.9 kJ/mol
SMILES   C[C@@H]1C[C@H]1C
Net charge   0
HOMO energy   -9.1 eV
Frontier orbital gap   10.324 eV



This record from OMol25 describes 2 unconnected molecules or ions with the total composition C5H10. The level of theory is wB97M-V/def2-TZVPD.

Cartesian coordinates (Å):
C -1.74702 0.34737 0.21374
C -1.07289 -0.62852 0.81208
C -0.27509 -1.67405 0.09315
H -1.72705 0.46178 -0.86912
H -2.32869 1.07351 0.77432
H -1.09819 -0.70796 1.89925
H -0.83264 -2.61657 0.10064
H 0.69046 -1.86123 0.57878
H -0.08559 -1.39581 -0.94820
C 0.98930 1.64260 -0.62667
C 1.85232 0.70319 -0.26211
H 0.76537 1.84609 -1.67117
H 0.44383 2.22927 0.10771
H 2.04437 0.48788 0.78677
H 2.38151 0.09243 -0.98916

Calculated values
ΔE to the lowest compared entry with this formula, charge and spin   179.6 kJ/mol
SMILES   C=CC.C=C
Net charge   0
HOMO energy   -9.3 eV
Frontier orbital gap   10.582 eV



This record from OMol25 describes 2 unconnected molecules or ions with the total composition C5H10. The level of theory is wB97M-V/def2-TZVPD.

Cartesian coordinates (Å):
C -1.88969 -0.71483 -0.37191
C -1.17945 0.30115 0.08117
C -0.51169 0.95350 1.21227
C -0.45539 1.54606 -0.19712
H -2.22261 -1.51058 0.29037
H -2.15639 -0.79442 -1.42315
H -1.12067 1.46008 1.95813
H 0.40012 0.50506 1.60462
H -1.02809 2.44934 -0.39689
H 0.49311 1.48760 -0.72940
C 1.93433 -1.13719 -0.40597
H 2.27724 -0.18976 0.02062
H 2.26874 -1.96304 0.22644
H 2.34699 -1.25296 -1.41119
H 0.84346 -1.14001 -0.45797

Calculated values
ΔE to the lowest compared entry with this formula, charge and spin   210.8 kJ/mol
SMILES   C=C1CC1.C
Net charge   0
HOMO energy   -9.7 eV
Frontier orbital gap   10.819 eV



This record from OMol25 describes C5H10 in the gas phase in a non-equilibrium geometry. The level of theory is wB97M-V/def2-TZVPD.

Cartesian coordinates (Å):
C -1.51596 -1.32441 0.57235
C -1.10998 -0.05283 -0.19228
C 0.17558 0.53877 0.30425
C 1.49146 -0.16143 -0.06220
C 1.16877 1.21990 -0.61930
H -2.33012 -1.88034 0.03852
H -1.82981 -1.06116 1.55730
H -0.60549 -1.95591 0.53705
H -1.05881 -0.27870 -1.24087
H -1.87760 0.73081 -0.20562
H 0.03260 1.04462 1.23686
H 1.33497 -1.06646 -0.64294
H 2.26000 -0.16694 0.67595
H 1.80172 2.03839 -0.24650
H 1.01335 1.27573 -1.72668

Calculated values
ΔE to the lowest compared entry with this formula, charge and spin   112.7 kJ/mol
SMILES   CCC1CC1
Net charge   0
HOMO energy   -10.1 eV
Frontier orbital gap   11.412 eV



This record from OMol25 describes a molecular structure, C5H10 in a non-equilibrium geometry. The level of theory is wB97M-V/def2-TZVPD.

Cartesian coordinates (Å):
C 1.06488 0.71037 -0.10919
C -0.21254 0.26079 0.55363
C -0.71838 -1.04417 0.42927
C -1.47270 -1.81160 1.59035
C -0.45542 -1.65191 -0.80319
H 0.78492 1.31265 -0.94166
H 1.76319 -0.09501 -0.25957
H 1.48450 1.72500 0.74763
H -0.58634 0.87477 1.48610
H 1.09133 3.59086 -2.35904
H -1.32590 -2.71281 2.13779
H -2.14347 -1.03619 2.00533
H 1.65657 3.85476 -1.95381
H -0.81505 -2.70742 -0.79259
H -0.11561 -1.27007 -1.73106

Calculated values
Expectation value of S²   0.799
ΔE to the lowest compared entry with this formula, charge and spin   417.1 kJ/mol
Net charge   +1
HOMO energy (alpha / beta)   -13.5 / -16.2 eV
2S+1   2
Frontier orbital gap (alpha / beta)   6.318 / 9.239 eV



This record from OMol25 describes C5H10BFN2O in the gas phase in a non-equilibrium geometry. The level of theory is wB97M-V/def2-TZVPD.

Cartesian coordinates (Å):
C 0.86889 -1.14073 1.21566
C -0.31451 -1.37413 0.31801
C -0.45218 -2.78004 -0.18512
N -1.18867 -0.51337 0.00852
B -0.83646 0.87395 0.02801
N -0.91716 1.67392 1.28617
C -0.38999 1.62738 -1.30982
C 1.03936 2.02071 -1.25558
O 1.47749 3.00700 -0.70707
F 1.86512 1.16694 -1.88448
H 1.76231 -0.99774 0.61845
H 1.01144 -2.03766 1.80229
H 0.70518 -0.33087 1.90629
H -0.99029 -3.35987 0.55893
H -1.06031 -2.77401 -1.07324
H 0.50925 -3.24974 -0.32835
H -1.53078 2.45579 1.08826
H -0.00821 2.07689 1.48008
H -0.92752 2.56420 -1.34830
H -0.62297 1.09140 -2.21873

Calculated values
SMILES   CC(C)=NB(N)CC(=O)F
Net charge   0
HOMO energy   -9.5 eV
Frontier orbital gap   10.001 eV



This record from OMol25 describes a molecular structure, C5H10BFO5Tl in a non-equilibrium geometry. The level of theory is wB97M-V/def2-TZVPD.

Cartesian coordinates (Å):
Tl 19.74094 2.66036 4.57062
B 19.72746 5.34355 3.57520
H 19.77132 6.39416 3.10593
H 18.63834 5.02328 3.76556
H 20.28200 4.57356 2.92660
H 20.30171 5.40838 4.57067
C 20.78269 -1.94018 3.75963
C 20.41210 -0.45524 4.03268
O 20.49709 0.00543 5.19612
O 20.01704 0.22668 3.06930
H 19.87173 -2.49762 3.55633
H 21.34911 -2.38764 4.57252
H 21.46408 -1.90647 2.91091
C 24.25037 6.40002 3.09245
C 24.77513 5.44274 2.05261
O 23.87976 4.35195 2.21877
C 23.15741 4.47062 3.38241
O 22.38304 3.61616 3.69829
O 23.47043 5.60736 4.00027
F 26.02160 5.06883 2.41778
H 23.57768 7.16487 2.69702
H 24.92309 6.98172 3.71960
H 24.82774 5.80410 1.02756

Calculated values
ΔE to the lowest compared entry with this formula, charge and spin   0.0 kJ/mol
Net charge   +1
HOMO energy   -14.5 eV
Frontier orbital gap   4.661 eV